No. 1
{"formula": "C21H24N6O4S2", "method": "the ωB97M-V functional and the def2-TZVPD basis", "symbols": ["C", "H", "C", "N", "C", "N", "N", "C", "N", "C", "C", "C", "O", "S", "C", "C", "H", "H", "C", "H", "H", "C", "H", "H", "C", "C", "O", "N", "H", "C", "H", "H", "C", "C", "C", "C", "C", "C", "C", "H", "H", "S", "O", "O", "N", "H", "H", "H", "H", "H", "H", "H", "H", "H", "H", "H", "H"], "positions_angstrom": [[-1.374, -1.842, -4.045], [-2.132, -1.929, -4.818], [-0.752, -0.453, -4.098], [0.287, -0.292, -3.090], [0.036, 0.490, -2.010], [-1.047, 1.174, -1.760], [-0.820, 1.866, -0.625], [0.374, 1.604, -0.181], [0.983, 0.704, -1.028], [2.201, 0.059, -1.091], [2.465, -0.678, -2.234], [1.526, -0.887, -3.316], [1.743, -1.510, -4.333], [4.027, -1.387, -2.174], [4.306, -0.703, -0.635], [3.262, 0.036, -0.166], [3.254, 0.500, 0.801], [5.230, -0.893, -0.127], [1.010, 2.235, 1.002], [0.925, 1.559, 1.857], [2.072, 2.365, 0.786], [0.371, 3.597, 1.338], [-0.329, 3.869, 0.548], [1.150, 4.362, 1.355], [-0.324, 3.618, 2.696], [-1.423, 2.592, 2.934], [-1.598, 2.117, 4.044], [-2.215, 2.306, 1.885], [-1.928, 2.536, 0.941], [-3.312, 1.373, 2.004], [-4.255, 1.907, 1.837], [-3.312, 0.998, 3.031], [-3.219, 0.235, 0.988], [-1.946, -0.564, 1.026], [-1.075, -0.558, 2.111], [0.117, -1.263, 2.053], [0.425, -1.985, 0.920], [-0.445, -2.046, -0.151], [-1.626, -1.333, -0.093], [-2.311, -1.347, -0.927], [-0.167, -2.629, -1.016], [1.952, -2.876, 0.840], [2.303, -3.094, -0.536], [2.918, -2.267, 1.710], [1.515, -4.357, 1.501], [1.610, -5.107, 0.836], [2.014, -4.552, 2.353], [0.822, -1.249, 2.869], [-1.309, -0.001, 3.003], [-3.314, 0.656, -0.016], [-4.066, -0.438, 1.145], [0.408, 3.479, 3.494], [-0.781, 4.601, 2.847], [-0.283, -0.303, -5.074], [-1.497, 0.322, -3.913], [-1.836, -2.022, -3.078], [-0.609, -2.594, -4.220]], "homo_energy_ev": -8.760, "e_above_lowest_ev": 0.000, "max_force_ev_per_a": 1.14, "homo_lumo_gap_ev": 8.919}

---

No. 2
{"formula": "C21H25AuBrN5O2S", "method": "the ωB97M-V functional and the def2-TZVPD basis", "symbols": ["Au", "Br", "C", "C", "C", "C", "C", "C", "N", "N", "C", "C", "C", "C", "O", "C", "N", "C", "C", "C", "C", "H", "H", "H", "H", "H", "H", "H", "H", "H", "C", "O", "H", "H", "H", "H", "C", "N", "C", "C", "S", "N", "C", "C", "H", "H", "H", "H", "H", "H", "H", "H", "H", "H", "H", "H"], "positions_angstrom": [[-1.573, -0.828, -1.606], [3.434, 4.748, -1.816], [3.917, 3.146, -0.924], [3.240, 2.776, 0.227], [3.584, 1.599, 0.871], [4.615, 0.794, 0.381], [5.299, 1.202, -0.755], [4.946, 2.369, -1.422], [5.129, -0.327, 1.116], [4.382, -1.181, 1.656], [3.026, -1.369, 1.293], [2.152, -1.561, 2.347], [0.774, -1.519, 2.190], [0.172, -1.313, 0.931], [-1.072, -1.146, 0.777], [1.092, -1.354, -0.221], [0.543, -1.409, -1.473], [1.317, -1.544, -2.531], [2.708, -1.660, -2.422], [3.285, -1.585, -1.188], [2.492, -1.390, -0.035], [2.446, 3.402, 0.615], [3.056, 1.302, 1.770], [6.113, 0.586, -1.126], [5.476, 2.673, -2.314], [2.588, -1.664, 3.337], [0.117, -1.601, 3.049], [0.823, -1.596, -3.494], [3.303, -1.821, -3.312], [4.354, -1.713, -1.085], [-2.415, -4.068, -0.646], [-2.703, -3.268, -1.800], [-2.859, -5.063, -0.727], [-2.750, -3.585, 0.274], [-1.332, -4.167, -0.599], [-3.652, -3.178, -1.904], [-1.933, 1.638, 1.647], [-2.331, 1.843, 0.246], [-1.296, 2.477, -0.566], [-3.302, 1.108, -0.315], [-3.289, 0.724, -2.010], [-4.309, 0.700, 0.489], [-4.819, 1.521, 1.585], [-5.171, -0.419, 0.114], [-0.863, 1.434, 1.667], [-2.430, 0.768, 2.058], [-2.137, 2.519, 2.258], [-0.873, 3.300, 0.009], [-1.712, 2.857, -1.490], [-0.508, 1.758, -0.807], [-4.257, 2.444, 1.669], [-4.779, 0.988, 2.537], [-5.860, 1.777, 1.376], [-4.565, -1.237, -0.263], [-5.898, -0.140, -0.648], [-5.694, -0.748, 1.011]], "homo_energy_ev": -6.770, "e_above_lowest_ev": 0.364, "max_force_ev_per_a": 0.88, "homo_lumo_gap_ev": 6.921}

---

No. 3
{"formula": "C21H25Br33ClI2", "method": "the ωB97M-V functional and the def2-TZVPD basis", "symbols": ["C", "C", "C", "C", "C", "C", "C", "Cl", "C", "I", "C", "C", "I", "H", "H", "H", "H", "H", "H", "H", "H", "H", "H", "H", "H", "H", "H", "C", "Br", "Br", "Br", "H", "C", "Br", "Br", "Br", "H", "C", "Br", "Br", "Br", "H", "C", "Br", "Br", "Br", "H", "C", "Br", "Br", "Br", "H", "C", "Br", "Br", "Br", "H", "C", "Br", "Br", "Br", "H", "C", "Br", "Br", "Br", "H", "C", "Br", "Br", "Br", "H", "C", "Br", "Br", "Br", "H", "C", "Br", "Br", "Br", "H"], "positions_angstrom": [[6.787, 4.229, -1.761], [6.371, 3.534, -2.683], [6.116, 2.343, -3.715], [6.151, 0.920, -3.006], [4.900, 0.768, -2.051], [3.573, 0.482, -2.895], [2.361, 0.489, -1.858], [2.499, -0.917, -0.676], [7.506, 0.810, -2.185], [7.312, 1.261, -0.041], [8.103, -0.689, -2.304], [9.694, -0.686, -2.106], [7.348, -2.026, -0.712], [7.305, 4.530, -0.831], [5.151, 2.528, -4.247], [6.958, 2.411, -4.454], [5.054, -0.159, -1.435], [4.691, 1.688, -1.435], [3.599, -0.564, -3.319], [3.429, 1.223, -3.723], [2.489, 1.436, -1.262], [1.362, 0.446, -2.365], [8.212, 1.567, -2.626], [7.805, -1.086, -3.302], [9.945, 0.276, -1.581], [9.976, -1.541, -1.442], [10.249, -0.745, -3.079], [4.647, 5.697, -6.155], [5.923, 4.990, -4.884], [5.498, 6.271, -7.802], [3.208, 4.445, -6.489], [4.203, 6.580, -5.706], [-1.182, -2.485, 0.791], [-2.023, -1.126, -0.297], [-0.300, -1.726, 2.334], [-2.435, -3.873, 1.287], [-0.412, -2.949, 0.182], [-4.870, -5.953, 4.252], [-3.509, -4.683, 4.770], [-4.446, -6.827, 2.578], [-5.231, -7.233, 5.658], [-5.785, -5.391, 4.092], [-8.457, -3.040, 4.110], [-9.366, -1.705, 3.046], [-8.275, -4.716, 3.159], [-6.753, -2.394, 4.767], [-9.080, -3.233, 4.980], [7.899, 8.152, -2.609], [7.033, 9.603, -3.567], [8.830, 8.791, -1.033], [6.667, 6.714, -2.189], [8.651, 7.740, -3.275], [-3.078, 3.023, 0.151], [-1.419, 3.509, 1.019], [-2.771, 2.033, -1.482], [-4.265, 2.073, 1.349], [-3.574, 3.947, -0.126], [-10.842, -3.218, 8.290], [-9.323, -2.747, 7.189], [-11.025, -2.033, 9.806], [-12.473, -3.320, 7.252], [-10.654, -4.211, 8.684], [-0.021, 2.965, -8.008], [1.251, 1.510, -8.021], [0.320, 4.230, -9.431], [-1.847, 2.324, -8.039], [0.113, 3.497, -7.071], [5.451, -6.172, 0.722], [4.588, -5.408, -0.830], [6.750, -7.522, 0.232], [6.225, -4.809, 1.853], [4.681, -6.668, 1.303], [-8.812, 2.612, 1.093], [-7.540, 1.970, 2.399], [-7.943, 3.151, -0.549], [-10.221, 1.325, 0.772], [-9.279, 3.497, 1.512], [-13.971, -5.901, 9.697], [-15.213, -7.308, 10.163], [-14.024, -4.444, 10.965], [-12.175, -6.584, 9.458], [-14.288, -5.501, 8.740]], "homo_energy_ev": -3.151, "total_charge": -1, "max_force_ev_per_a": 3.55, "homo_lumo_gap_ev": 3.524}

---

No. 4
{"formula": "C21H25Cl3IrN5O", "method": "the ωB97M-V functional and the def2-TZVPD basis", "symbols": ["Ir", "C", "C", "N", "C", "C", "N", "C", "C", "N", "C", "C", "N", "C", "C", "C", "C", "C", "C", "C", "N", "H", "H", "H", "H", "H", "H", "H", "H", "H", "H", "H", "H", "H", "H", "H", "H", "H", "H", "H", "H", "H", "H", "H", "Cl", "C", "C", "C", "Cl", "C", "O", "C", "Cl", "C", "H", "H"], "positions_angstrom": [[-0.355, -0.614, 0.091], [3.117, -0.068, -2.335], [2.048, -0.096, -1.300], [1.039, -0.898, -1.341], [0.808, -1.960, -2.313], [-0.705, -2.137, -2.452], [-1.448, -1.991, -1.147], [-1.743, -3.254, -0.448], [-0.482, -3.659, 0.264], [-0.077, -2.537, 1.156], [-0.809, -2.610, 2.483], [-1.660, -1.357, 2.732], [-0.811, -0.346, 2.158], [-0.078, 0.475, 2.826], [-0.193, 0.717, 4.294], [1.008, 1.097, 2.007], [1.957, 2.031, 2.394], [2.978, 2.345, 1.501], [3.065, 1.705, 0.264], [2.082, 0.794, -0.085], [1.058, 0.587, 0.770], [3.566, -1.056, -2.457], [3.907, 0.635, -2.097], [2.682, 0.220, -3.295], [1.311, -2.863, -1.962], [1.232, -1.724, -3.290], [-0.928, -3.104, -2.905], [-1.087, -1.360, -3.111], [-2.337, -1.563, -1.397], [-2.082, -4.036, -1.130], [-2.553, -3.071, 0.261], [0.329, -3.863, -0.432], [-0.645, -4.571, 0.840], [0.925, -2.566, 1.313], [-0.069, -2.718, 3.274], [-1.443, -3.495, 2.491], [-1.888, -1.230, 3.790], [-2.606, -1.397, 2.192], [-1.229, 0.926, 4.562], [0.422, 1.552, 4.615], [0.129, -0.162, 4.859], [1.917, 2.503, 3.365], [3.731, 3.069, 1.782], [3.895, 1.908, -0.396], [-2.242, 6.291, -2.247], [-1.842, 4.674, -2.034], [-2.288, 3.990, -0.880], [-1.948, 2.682, -0.723], [-2.471, 1.759, 0.615], [-1.145, 1.959, -1.671], [-0.786, 0.743, -1.538], [-0.743, 2.695, -2.845], [0.191, 1.888, -4.020], [-1.070, 4.013, -3.010], [-2.900, 4.500, -0.149], [-0.733, 4.550, -3.886]], "s_squared": 0.77, "homo_energy_ev": [-17.162, -17.948], "e_above_lowest_ev": 0.000, "multiplicity": 2, "total_charge": 3, "max_force_ev_per_a": 3.24, "homo_lumo_gap_ev": [7.225, 6.746]}